(1)
18
Properties=species:S:1:pos:R:3:forces:R:3 method="wB97M-V/def2-TZVPD" multiplicity=1 charge=+1 energy_ev=-32097.9632
O -0.674 1.246 -2.138 -0.1 0.0 0.2
S -1.701 2.317 -2.736 -0.1 0.0 -0.1
S -3.590 1.598 -2.592 0.0 0.0 0.1
H -0.794 0.366 -2.538 0.1 0.0 -0.2
H -1.663 3.118 -1.649 0.1 0.0 0.0
H -3.565 1.420 -1.256 0.0 0.0 0.0
O 0.912 -2.297 3.249 0.0 0.0 0.0
C 0.873 -1.602 2.287 0.0 0.0 0.0
O 0.033 -0.521 2.205 0.0 0.0 0.0
C 0.115 0.077 0.915 0.0 0.0 0.0
C 1.469 -0.346 0.347 0.0 0.0 0.1
C 1.659 -1.714 0.992 0.0 0.1 0.0
H -0.722 -0.300 0.314 0.0 0.0 0.0
H 0.006 1.154 1.040 0.0 0.0 0.0
H 1.497 -0.359 -0.742 0.0 0.0 0.0
H 2.241 0.341 0.694 0.0 0.0 0.0
H 1.214 -2.520 0.405 0.0 0.0 0.0
H 2.690 -1.978 1.206 0.0 0.0 0.0

(2)
165
Properties=species:S:1:pos:R:3:forces:R:3 method="wB97M-V/def2-TZVPD" multiplicity=2 charge=-1 energy_ev=-171961.0539 s2=0.7623
C -1.580 -1.348 -0.875 0.2 1.4 -0.3
C -0.704 -0.307 -0.113 1.7 -1.7 0.3
C -0.793 -0.375 1.447 -0.2 -1.0 -1.5
O -0.174 0.704 2.054 0.0 0.9 1.0
C -0.444 0.730 3.443 0.8 1.6 0.9
N 0.786 -0.603 -0.645 -2.3 1.0 1.9
H 1.431 -0.080 -0.071 0.3 0.4 -0.3
H 0.969 -1.590 -0.530 0.2 -1.8 0.2
H 0.869 -0.457 -1.641 0.1 0.1 -0.7
H -1.402 -1.044 -1.906 -0.3 -0.5 -0.2
H -2.652 -1.258 -0.698 0.0 0.3 0.2
H -1.310 -2.401 -0.788 0.4 0.3 0.3
H -0.824 0.735 -0.410 -0.6 -0.1 -0.1
H -0.365 -1.247 1.941 -0.2 -0.8 -0.7
H -1.865 -0.369 1.643 -0.3 0.0 0.1
H -1.472 0.700 3.804 -0.5 -0.2 -0.9
H -0.045 1.689 3.773 -0.1 0.3 0.0
H 0.089 0.048 4.107 0.3 -0.9 -0.6
P 1.071 -3.766 -1.701 -0.3 1.9 -6.8
O 2.127 -4.538 -2.507 3.3 -2.7 2.3
O 1.090 -2.600 -2.710 0.0 4.2 2.3
O 1.051 -3.351 -0.240 0.2 -0.7 0.8
O 0.041 -4.576 -2.512 -2.9 -2.5 2.4
C -6.048 -2.144 -0.655 -0.2 -1.6 -0.3
C -7.511 -2.618 -0.508 0.0 -0.1 1.3
C -8.132 -1.631 0.548 3.3 -0.1 -1.8
O -7.451 -0.464 0.052 -1.1 3.1 0.4
C -6.185 -0.654 -0.547 -0.1 -1.5 -1.0
H -5.681 -2.413 -1.646 0.1 -0.1 0.0
H -5.332 -2.581 0.041 -0.3 0.0 0.3
H -7.670 -3.660 -0.232 0.2 -0.1 -0.3
H -7.935 -2.371 -1.482 -0.6 -0.3 0.1
H -7.687 -1.638 1.543 -0.7 -1.3 0.4
H -9.220 -1.580 0.526 0.2 0.5 -0.1
H -5.256 -0.310 -0.093 -0.6 0.9 0.8
H -6.193 -0.300 -1.578 -0.2 0.7 0.2
C -3.432 3.240 -2.908 -1.1 0.6 1.1
C -2.486 2.347 -3.616 1.0 -1.1 -0.9
C -3.218 0.992 -3.742 1.0 -0.1 1.2
O -3.966 0.983 -2.491 0.7 -1.5 -1.7
C -4.490 2.264 -2.303 0.1 -0.1 -0.2
H -3.876 3.930 -3.625 -0.2 0.2 0.3
H -2.954 3.779 -2.090 -0.2 0.2 -0.4
H -1.576 2.218 -3.030 -0.1 -0.5 0.1
H -2.109 2.737 -4.562 -0.3 0.0 -0.2
H -2.513 0.162 -3.781 0.0 0.0 0.7
H -3.776 0.790 -4.656 -0.9 0.8 0.0
H -4.672 2.255 -1.228 0.0 0.9 0.0
H -5.433 2.341 -2.843 -0.3 0.2 0.0
C -1.096 3.285 8.005 -0.8 0.7 -0.1
C -0.220 2.656 6.943 0.1 1.8 0.2
C 0.645 1.709 7.806 -2.1 0.9 -1.4
O -0.236 1.372 8.864 -0.9 -0.8 1.2
C -1.533 2.039 8.736 0.9 0.4 0.3
H -1.875 3.949 7.631 -0.4 -0.5 -0.4
H -0.559 3.981 8.650 0.4 -0.4 0.4
H 0.350 3.453 6.465 0.2 -0.3 -0.4
H -0.962 2.270 6.244 0.7 -0.8 -0.3
H 1.488 2.289 8.181 0.3 -0.4 0.0
H 0.883 0.854 7.173 0.5 -0.3 0.6
H -2.042 2.282 9.669 0.8 -0.2 0.6
H -2.269 1.399 8.250 0.2 0.0 -0.7
C 3.065 0.242 3.367 -0.3 -1.0 -0.8
C 3.627 0.891 2.122 -0.2 0.7 -0.1
C 3.052 2.350 2.261 1.0 -0.2 -0.2
O 2.442 2.474 3.538 -0.4 -0.4 -0.5
C 2.905 1.377 4.287 -1.1 0.6 0.9
H 3.646 -0.536 3.863 0.2 -0.1 -0.5
H 2.081 -0.139 3.095 -0.1 -0.3 0.3
H 3.249 0.462 1.193 0.3 -0.2 0.1
H 4.715 0.831 2.146 0.1 0.3 -0.3
H 2.334 2.558 1.468 0.0 0.1 0.1
H 3.851 3.092 2.268 0.2 0.0 -0.6
H 2.077 1.137 4.954 0.5 0.2 0.9
H 3.857 1.652 4.743 0.0 -0.1 0.6
O -2.046 3.302 0.426 0.0 2.0 -0.2
S -1.441 4.544 -0.046 0.1 0.9 -1.1
O -2.174 5.635 -0.750 1.6 -2.8 1.8
O -0.648 5.344 1.165 -0.8 -2.2 -1.1
C -0.210 4.452 2.221 1.2 0.7 2.8
C 1.148 5.022 2.767 -0.6 0.5 -0.9
C 0.020 3.972 -1.014 -1.3 1.2 0.9
H -0.121 3.368 2.152 0.1 0.0 -1.7
H -0.974 4.472 2.998 -0.1 0.6 0.1
H 1.997 4.663 2.186 -0.1 -0.3 0.1
H 1.356 4.870 3.826 -0.3 -0.3 -0.2
H 1.153 6.096 2.579 -0.2 0.2 0.2
H 0.396 4.930 -1.376 0.4 -0.4 -0.3
H -0.339 3.282 -1.778 0.2 0.2 0.0
H 0.666 3.496 -0.276 0.1 0.0 -0.2
O -1.136 -3.224 -4.449 -4.1 -0.1 -1.0
S -2.591 -3.410 -4.296 2.1 0.1 1.8
O -3.194 -2.931 -3.041 0.2 -0.5 -2.2
O -3.437 -2.784 -5.591 1.1 0.2 0.5
C -4.823 -2.522 -5.360 -0.7 -0.5 -0.1
C -5.564 -2.353 -6.695 0.0 0.1 0.1
C -3.046 -5.177 -4.508 0.6 0.9 0.4
H -4.963 -1.653 -4.716 0.2 0.1 0.0
H -5.201 -3.382 -4.807 -0.4 0.0 0.0
H -6.635 -2.200 -6.563 0.0 0.0 0.5
H -5.516 -3.225 -7.348 0.5 -0.1 0.1
H -5.237 -1.469 -7.242 0.3 -0.1 0.0
H -3.167 -5.342 -5.579 0.0 -0.2 0.2
H -3.917 -5.420 -3.898 -0.1 0.3 -0.3
H -2.203 -5.713 -4.073 0.2 0.0 -0.2
O -0.101 0.290 -3.549 -0.4 0.5 -0.4
S 0.286 0.137 -4.917 1.5 -1.4 -1.0
O 0.983 -1.062 -5.324 -0.8 1.9 0.0
O -1.096 0.271 -5.873 1.4 0.1 2.2
C -0.932 -0.247 -7.152 -0.8 -1.8 -2.3
C -2.274 -0.236 -7.878 -0.3 2.2 0.4
C 1.268 1.667 -5.432 -1.6 -0.6 0.8
H -0.726 -1.306 -7.309 1.0 -0.2 1.5
H -0.155 0.301 -7.686 -0.1 0.2 -0.2
H -2.264 -0.795 -8.814 0.1 0.2 0.1
H -2.476 0.826 -8.017 -0.4 0.1 -0.8
H -3.126 -0.528 -7.265 0.4 -0.6 0.2
H 2.340 1.547 -5.276 -0.2 -0.5 -0.5
H 0.951 2.462 -4.757 -0.2 -0.1 0.0
H 0.887 1.909 -6.423 0.6 -0.1 -0.1
O 6.230 -1.260 -0.682 -0.1 -1.8 0.3
S 5.968 -2.707 -0.645 -1.5 -0.1 1.1
O 6.747 -3.603 -1.488 -0.7 1.3 1.9
O 6.110 -3.220 1.033 1.8 -1.4 -4.3
C 5.425 -2.663 2.101 0.5 0.7 0.0
C 6.345 -2.947 3.310 0.3 0.3 -0.3
C 4.167 -3.030 -0.911 1.3 0.1 0.5
H 4.427 -3.102 2.098 -0.2 0.3 0.6
H 5.459 -1.605 1.841 -0.9 0.5 0.8
H 7.091 -2.153 3.345 -0.2 0.3 0.3
H 6.992 -3.798 3.101 -0.5 -0.4 0.0
H 5.872 -3.070 4.284 -0.2 0.1 -0.2
H 3.926 -2.561 -1.865 -0.2 -0.3 0.0
H 3.562 -2.649 -0.089 0.2 0.5 -0.1
H 3.999 -4.107 -0.875 0.2 0.0 -0.6
O 2.737 1.523 -1.047 1.8 2.2 -0.5
S 3.783 2.403 -1.598 0.2 -0.9 -0.1
O 3.535 3.113 -2.849 0.2 -0.7 1.8
O 4.262 3.513 -0.398 0.1 -0.9 -1.8
C 4.993 4.665 -0.933 0.2 1.5 -0.4
C 6.105 5.233 -0.059 0.4 -1.4 1.9
C 5.318 1.396 -1.692 -0.2 0.7 0.6
H 4.265 5.467 -1.062 -0.2 -0.2 -0.1
H 5.458 4.534 -1.910 -0.5 -0.8 -0.1
H 6.671 6.095 -0.411 -0.7 0.1 -0.5
H 6.892 4.516 0.177 0.1 -0.5 -0.6
H 5.766 5.402 0.963 -0.4 0.6 -0.1
H 6.184 1.995 -1.977 -0.3 0.3 -0.1
H 5.273 0.525 -2.346 -0.6 0.2 0.0
H 5.485 1.074 -0.664 -0.2 -0.2 -0.1
O -1.359 -5.331 4.771 1.5 1.8 -0.9
S -0.577 -4.392 3.964 -0.1 -1.1 -2.6
O -1.022 -3.018 3.704 0.5 -1.9 0.9
O 0.946 -4.359 4.539 -1.8 -0.9 1.2
C 1.821 -3.363 4.112 1.1 1.9 -0.3
C 2.735 -2.905 5.288 -0.7 -1.0 0.1
C -0.150 -5.181 2.243 -0.5 0.9 1.0
H 1.279 -2.510 3.703 -0.2 0.1 0.2
H 2.360 -3.762 3.253 0.5 0.0 0.2
H 3.358 -2.028 5.114 0.1 -0.4 -0.5
H 3.299 -3.779 5.614 0.5 0.2 -0.2
H 2.178 -2.650 6.189 -0.6 0.1 -0.2
H 0.633 -4.584 1.776 0.1 0.3 0.2
H -1.003 -5.076 1.572 -0.2 0.0 0.4
H 0.171 -6.221 2.283 -0.2 0.1 0.6